1.
The following is a quantum chemistry calculation of the molecule C3H5NOS2, from the OMol25 dataset.

```
12
Properties=species:S:1:pos:R:3:forces:R:3
C -0.201569 -1.484148 1.003762 -0.2 0.3 0.1
C -0.256358 0.506091 -0.318885 -0.9 1.1 -0.3
C -1.226632 1.650929 -0.449936 -2.1 -1.8 0.8
H 0.598349 -0.953114 1.550577 -0.4 -0.3 -0.2
H -0.963887 -1.886936 1.666902 0.2 0.1 0.2
H 0.189338 -2.304455 0.420347 0.3 -0.2 -0.2
H -2.296200 1.291820 -0.152812 1.8 0.7 -0.5
H 3.004858 0.363029 -1.401958 0.0 0.0 0.0
N 0.924035 0.720257 -0.713388 0.0 -0.5 0.2
O -0.931121 -0.577765 0.156581 1.0 0.1 0.0
S -0.953399 3.128906 -0.936505 0.2 0.7 -0.2
S 2.112587 -0.454614 -0.824687 0.1 -0.2 0.0
```
Positions in Å, forces in eV/Å.

Strongest force on any atom ... 2.9 eV Å⁻¹
Kohn-Sham gap ... 0.2955 hartree
E_LUMO ... -0.0270 Eh
Highest occupied orbital energy ... -8.8 eV
SMILES ... CO/C(C=S)=N\S
E_tot ... -1043.6047 hartree

***

2.
The following is a quantum chemistry calculation of the molecule C3H3Cl2NS, from the OMol25 dataset.

```
10
Properties=species:S:1:pos:R:3:forces:R:3
C -1.815973 0.258279 -0.133180 1.9 -2.0 1.2
C -0.586558 -0.265131 0.092050 -1.0 -1.5 -1.0
C 1.754963 -0.308411 -0.222477 2.0 -0.7 0.9
H -0.355465 -1.314410 0.086654 -1.5 -0.8 -0.1
H 0.710138 1.323468 0.665592 0.3 -3.6 -2.1
H 1.682563 -1.364096 -0.415495 -0.4 -0.4 -0.7
N 0.655025 0.265416 0.177973 -1.5 7.0 2.5
S 3.222305 0.350596 -0.086555 0.8 0.4 -0.3
Cl -3.148961 -0.837610 -0.061807 -0.2 0.2 -0.2
Cl -2.118037 1.891902 -0.102759 -0.3 1.4 -0.1
```
Positions in Å, forces in eV/Å.

Strongest force on any atom ... 7.6 eV Å⁻¹
Kohn-Sham gap ... 0.3153 hartree
E_LUMO ... -0.0026 Eh
Highest occupied orbital energy ... -8.7 eV
SMILES ... S=CNC=C(Cl)Cl
E_tot ... -1489.3806 hartree

***

3.
The following is a quantum chemistry calculation of a cluster of 2 separate species, C4H11NO in total, from the OMol25 dataset.

```
17
Properties=species:S:1:pos:R:3:forces:R:3
C -0.995730 -0.428801 1.945990 -0.1 0.0 -0.3
C -1.422123 0.782784 1.168584 -0.8 -0.2 -0.5
O -0.789396 1.871493 1.304242 0.3 -0.2 0.2
N -2.441568 0.751570 0.339632 -0.4 0.6 0.3
H -1.123004 -0.261996 3.014579 0.2 0.1 0.0
H 0.024447 -0.669137 1.669316 0.2 0.0 0.2
H -2.798233 1.626258 -0.040567 0.3 -0.1 -0.1
H -3.113331 -0.006693 0.323253 0.4 -0.2 0.1
H -1.638358 -1.239316 1.613848 -0.1 -0.1 0.1
C 1.113203 -0.412717 -1.023562 0.7 0.5 -0.2
C 2.439287 -0.210086 -1.816787 -0.4 -0.2 0.1
H 1.340757 -0.276149 0.035401 -0.2 -0.1 0.1
H 0.726143 -1.415771 -1.188399 -0.2 0.1 0.1
H 0.375236 0.349117 -1.313919 0.0 -0.4 0.0
H 3.293516 -0.191721 -1.137884 0.0 -0.2 -0.2
H 2.449338 0.744005 -2.338543 -0.1 0.0 -0.1
H 2.559817 -1.012840 -2.555185 0.1 0.3 0.2
```
Positions in Å, forces in eV/Å.

Strongest force on any atom ... 0.9 eV Å⁻¹
Kohn-Sham gap (alpha / beta) ... 0.3886 / 0.2169 hartree
E_LUMO (alpha / beta) ... -0.1651 / -0.3368 Eh
Highest occupied orbital energy (alpha / beta) ... -15.1 / -15.1 eV
2S+1 ... 2
Expectation value of S² ... 0.75
Charge ... +1
E_tot ... -288.6591 hartree

***

4.
The following is a quantum chemistry calculation of a structure of composition C28H29BN7PSn, from the OMol25 dataset.

```
67
Properties=species:S:1:pos:R:3:forces:R:3
H 0.663061 3.568490 0.078939 -0.1 -0.4 -0.1
N 0.416153 1.905644 -1.274957 0.5 1.5 -1.1
B 0.233210 0.358995 -3.310237 -1.2 0.1 0.5
N 0.498626 1.771557 -2.640905 0.6 0.5 0.9
C 0.846911 2.970744 -3.154719 0.1 -0.2 0.5
Sn 0.450906 0.235899 0.095464 -2.5 -0.9 3.1
H 1.001257 3.126668 -4.217538 -0.1 -0.2 0.2
C 0.985385 3.881011 -2.105368 -0.1 0.3 -0.4
H 1.303188 4.909750 -2.182494 -0.2 -0.1 -0.1
C 0.673206 3.193724 -0.937818 0.2 -1.1 -1.3
H 0.315094 0.435704 -4.509183 0.3 0.0 0.2
C -2.122394 -2.274362 1.343137 0.3 0.0 -0.1
H -1.774163 -2.742245 2.269331 0.0 0.2 0.0
H -1.261945 -1.701894 0.887800 -1.2 -0.6 0.5
H -2.430354 -3.110438 0.692964 0.0 0.5 0.0
N -1.249517 -0.034463 -2.964342 0.1 -0.4 0.9
N 1.208683 -0.729814 -2.741950 1.0 -0.4 0.6
N -1.693493 -0.200797 -1.672908 -0.7 0.0 -1.0
N 1.454953 -0.912777 -1.392319 1.0 -1.1 -1.5
C -2.255536 -0.230929 -3.828348 -0.5 0.2 0.2
C 1.967200 -1.615048 -3.435907 -0.2 0.3 0.7
H -2.047982 -0.175352 -4.881990 -0.2 0.0 -0.2
H 1.953950 -1.674903 -4.520240 -0.1 0.2 0.3
C -3.420707 -0.470836 -3.109251 0.8 0.0 0.0
C 2.688381 -2.382969 -2.532932 0.0 -0.3 0.2
C -3.013272 -0.458394 -1.757832 1.2 0.3 -1.2
C 2.319257 -1.952546 -1.247785 -0.3 1.0 -1.4
H -4.401577 -0.625404 -3.506981 -0.2 -0.1 -0.1
H 3.403727 -3.161037 -2.772418 -0.3 0.1 0.0
H -3.633874 -0.639074 -0.902933 0.1 0.0 0.4
H 2.680673 -2.328188 -0.291124 -0.3 0.5 -0.2
H -2.994651 -1.623200 1.578057 0.7 -0.3 -0.3
N 1.888404 0.220048 1.600596 0.3 0.6 2.0
P 1.501487 0.617709 3.105264 0.0 -0.3 -1.9
C 2.748503 1.722414 3.797196 0.4 0.4 0.1
C 3.553096 1.377264 4.896898 0.2 0.5 -0.2
C 4.615076 2.214137 5.265029 -0.1 0.2 -0.2
C 4.850179 3.402192 4.563353 0.0 -0.2 -0.1
C 4.064303 3.734242 3.455628 -0.2 -0.2 0.0
C 3.029671 2.889065 3.061687 0.3 -0.2 0.4
C -0.149598 1.416298 3.346442 -0.2 0.6 0.3
C -1.290298 0.675568 3.705859 0.2 0.0 -0.1
C -2.559105 1.251627 3.696036 0.3 0.4 0.0
C -2.702325 2.591953 3.334042 0.2 0.1 -0.1
C -1.576445 3.359229 3.018425 0.3 0.0 0.2
C -0.300325 2.793368 3.088419 -0.1 -0.3 -0.2
C 1.340590 -0.703523 4.332519 0.3 -0.8 -0.1
C 1.581837 -2.000229 3.855660 -0.1 0.3 0.4
C 1.412507 -3.094634 4.712610 0.1 0.3 -0.2
C 1.054607 -2.878604 6.048979 0.0 -0.2 -0.4
C 0.825810 -1.583442 6.533869 0.1 -0.2 -0.4
C 0.965257 -0.494326 5.670169 0.0 -0.4 0.0
H 3.387413 0.451575 5.449554 0.0 0.3 -0.2
H 5.274239 1.938664 6.091955 -0.3 0.1 -0.2
H 5.675229 4.059802 4.844115 -0.2 -0.2 0.0
H 4.253589 4.637050 2.874783 0.1 -0.2 0.2
H 2.464644 3.099467 2.152218 0.2 -0.1 0.2
H -1.185726 -0.356260 4.040087 0.0 0.2 -0.3
H -3.426972 0.671002 4.003364 0.2 0.1 -0.1
H -3.681038 3.064813 3.338690 0.1 -0.1 -0.1
H -1.656018 4.414931 2.742264 -0.2 -0.4 0.2
H 0.591744 3.423549 2.961378 -0.6 -0.3 -0.1
H 1.912913 -2.093427 2.813240 -0.3 -0.1 0.4
H 1.570223 -4.098611 4.301220 -0.1 0.3 0.4
H 0.950409 -3.747918 6.701118 0.0 0.3 -0.1
H 0.528394 -1.451679 7.575071 0.1 0.1 -0.3
H 0.776370 0.506169 6.052349 0.0 -0.1 -0.2
```
Positions in Å, forces in eV/Å.

Strongest force on any atom ... 4.1 eV Å⁻¹
Kohn-Sham gap ... 0.2467 hartree
E_LUMO ... 0.0267 Eh
Highest occupied orbital energy ... -6.0 eV
E_tot ... -2048.2063 hartree